Entry 1:
Below is a 2-piece molecular cluster, CH3F3Si overall, with properties calculated with wB97M-V/def2-TZVPD.

As for the HOMO-LUMO gap: 8.56 eV.

```
8
CH3F3Si (wB97M-V/def2-TZVPD)
C 1.31354 0.05673 0.20620
F 2.14684 0.01290 1.26633
F 1.69298 1.12583 -0.51683
F 1.65396 -1.06472 -0.54064
Si -1.50283 0.01687 -0.10019
H -1.59960 -1.04118 -0.99489
H -1.95434 -0.45788 1.12285
H -1.75055 1.35145 -0.44284
```



Entry 2:
Below is a 2-piece molecular cluster, CH3F3Si overall, with properties calculated with wB97M-V/def2-TZVPD.

Its spin multiplicity is 3. As for the HOMO-LUMO gap (alpha / beta): 8.76 / 9.07 eV. Its expectation value of S² is 2.001.

```
8
CH3F3Si (wB97M-V/def2-TZVPD)
C 2.82512 0.81331 -0.45699
F 2.67738 1.86753 -1.30742
F 2.66510 -0.27703 -1.14836
F 4.00999 0.88428 0.03111
Si -0.67900 -0.52430 0.70016
H -0.78405 -1.43460 1.80814
H 1.97329 0.80054 0.31750
H 0.78061 -0.16999 0.99716
```



Entry 3:
Below is a 2-piece molecular cluster, CH3FIN overall, with properties calculated with wB97M-V/def2-TZVPD.

As for the HOMO-LUMO gap (alpha / beta): 8.49 / 8.49 eV.

```
7
CH3FIN (wB97M-V/def2-TZVPD)
C -0.63582 0.26748 -0.01342
N 0.57825 -0.23558 -0.53576
F 0.63137 -1.73232 0.54061
I 2.42048 0.70367 -0.15179
H -1.38125 -0.35544 -0.48599
H -0.83307 0.10142 0.98594
H -0.77995 1.25077 -0.33958
```



Entry 4:
Below is a 2-piece molecular cluster, CH3FIN overall, with properties calculated with wB97M-V/def2-TZVPD.

As for the HOMO-LUMO gap: 8.75 eV.

```
7
CH3FIN (wB97M-V/def2-TZVPD)
C -1.44292 -0.27929 0.65637
N 1.54788 0.34904 -0.07773
F -1.06019 -1.01066 -0.34922
I -3.05208 0.81198 -0.13930
H 1.02508 0.42222 0.61768
H 2.17193 -0.48205 0.03043
H 0.81028 0.18877 -0.73823
```



Entry 5:
Below is one molecule with the formula CH3FN2O, with properties calculated with wB97M-V/def2-TZVPD.

Its SMILES is NNC(=O)F. As for the HOMO-LUMO gap: 11.22 eV.

```
8
CH3FN2O (wB97M-V/def2-TZVPD)
N -1.39429 0.42792 0.05528
N -0.23854 -0.49851 0.17822
C 1.04786 -0.07512 0.06433
O 1.45957 1.02527 0.03490
F 1.87426 -1.20155 0.13527
H -0.79043 1.29341 0.11658
H -1.56459 0.53068 -0.95236
H -0.39384 -1.50209 0.36778
```



Entry 6:
Below is a 2-piece molecular cluster, CH3FO3P overall, with properties calculated with wB97M-V/def2-TZVPD.

As for the HOMO-LUMO gap: 7.89 eV. As for the total charge: -1.

```
9
CH3FO3P (wB97M-V/def2-TZVPD)
C 0.38217 0.19732 -0.86606
O 1.53139 0.33592 1.66656
O -0.58906 1.70551 1.33791
O -1.10257 -1.85244 0.88771
F -1.62329 -1.60361 -0.41050
P 0.36535 0.69597 0.88371
H -0.37791 -0.59362 -0.88888
H -0.03496 1.07601 -1.29885
H 1.44888 0.03895 -1.31160
```



Entry 7:
Below is a 2-piece molecular cluster, CH3FOS overall, with properties calculated with wB97M-V/def2-TZVPD.

As for the HOMO-LUMO gap (alpha / beta): 9.18 / 7.33 eV.

```
7
CH3FOS (wB97M-V/def2-TZVPD)
C 0.06612 0.18414 0.13915
O 1.47032 2.14227 1.45739
F 1.75302 1.85890 -1.69280
S 1.64438 0.93040 0.68928
H -0.32619 -0.65770 0.61587
H 0.47915 -0.17284 -0.85960
H -0.69852 0.90258 0.01324
```



Entry 8:
Below is one molecule with the formula CH3FP2, with properties calculated with wB97M-V/def2-TZVPD.

As for the HOMO-LUMO gap (alpha / beta): 6.22 / 6.22 eV.

```
7
CH3FP2 (wB97M-V/def2-TZVPD)
C 0.84377 0.76171 -2.34274
F -0.11440 0.82429 -3.29759
P -0.68614 1.72138 0.43373
P -0.15474 0.15765 -0.88118
H 0.59035 2.18821 0.23599
H -1.14576 -0.22875 -1.77463
H 0.18907 -0.95017 -0.19232
```



Entry 9:
Below is a 2-piece molecular cluster, CH3FS overall, with properties calculated with wB97M-V/def2-TZVPD.

As for the HOMO-LUMO gap: 9.64 eV.

```
6
CH3FS (wB97M-V/def2-TZVPD)
C -0.82304 0.30668 -0.03150
F -2.07037 -0.26699 -0.36728
S 0.30802 -0.92841 0.11799
H 1.49012 1.22417 0.42800
H 1.66963 1.51092 -0.16752
H -0.57436 -1.84638 0.02031
```



Entry 10:
Below is a 2-piece molecular cluster, CH3I overall, with properties calculated with wB97M-V/def2-TZVPD.

As for the HOMO-LUMO gap (alpha / beta): 10.13 / 5.99 eV.

```
5
CH3I (wB97M-V/def2-TZVPD)
C 0.71153 -0.20127 0.34718
I -2.73416 0.79112 -1.02077
H 1.69383 -0.59189 0.08627
H -0.08128 -0.86750 0.59273
H 0.41008 0.86955 -0.00541
```



Entry 11:
Below is a 2-piece molecular cluster, CH3I2N2 overall, with properties calculated with wB97M-V/def2-TZVPD.

As for the HOMO-LUMO gap: 7.60 eV. As for the total charge: +1.

```
8
CH3I2N2 (wB97M-V/def2-TZVPD)
C -0.05654 -0.63723 -0.92753
N -0.07637 -1.30387 -2.06860
N 0.08973 0.14513 -0.09028
I -0.25974 1.86388 4.85295
I 0.37978 2.51826 2.33276
H 0.68422 -1.96220 -2.25437
H -0.87447 -1.51268 -2.56458
H 0.11339 0.88872 0.71965
```



Entry 12:
Below is CH3I2P as an isolated structure, with properties calculated with wB97M-V/def2-TZVPD.

As for the HOMO-LUMO gap: 8.92 eV.

```
7
CH3I2P (wB97M-V/def2-TZVPD)
C 0.21012 -0.05353 1.22996
P -0.63560 1.33986 0.95708
I -0.14366 -1.45325 -2.73497
I -0.50679 -1.56782 2.53898
H 1.18858 -0.14122 0.87585
H -0.48709 0.08203 -2.99228
H 0.37444 1.79392 0.12537
```



Listing ΔE to the lowest compared entry with this formula, charge and spin for the structures above in their given order: 213.1; 0.9; 86.6; 79.6; 1.7; 45.8; 73.8; 104.9; 76.8; 65.8; 7.0; 66.2 kcal per mole.